(1)
The following is a DFT calculation (ωB97M-V with the def2-TZVPD basis set) of the molecule C4H8O.

XYZ file:
```
13
Properties=species:S:1:pos:R:3:lowdin_charge:R:1
C -1.2066 -0.1122 -1.1151 -0.044
C -0.5335 0.8907 -0.2146 -0.321
O 0.8133 1.2468 -0.5095 -0.021
C 0.5558 0.5487 0.7045 -0.323
C 1.1367 -0.8326 0.8465 -0.040
H -0.4708 -0.7627 -1.5925 0.077
H -1.9046 -0.7315 -0.5418 0.084
H -1.7724 0.3901 -1.9056 0.077
H -1.1553 1.7448 0.0616 0.137
H 0.6604 1.1751 1.5934 0.137
H 0.7173 -1.3330 1.7258 0.082
H 2.2213 -0.7720 0.9785 0.082
H 0.9385 -1.4522 -0.0311 0.072
```

Computed properties:
E_LUMO = 1.17 eV
Frontier orbital gap = 11.26 eV
SMILES = C[C@@H]1O[C@@H]1C
Energy relative to the best compared isomer or geometry (same formula, charge and spin) = 23.8 kcal/mol
HOMO energy = -10.09 eV


(2)
The following is a DFT calculation (ωB97M-V with the def2-TZVPD basis set) of a cluster of 2 separate species, C6H14N2O in total.

XYZ file:
```
23
Properties=species:S:1:pos:R:3:lowdin_charge:R:1
H 1.7033 0.9206 -3.4077 0.041
N 0.9248 1.3028 -2.8582 0.099
C 0.9990 1.0542 -1.6152 -0.531
N 2.0130 0.3943 -0.9863 0.145
C -0.0165 1.6429 -0.7005 -0.047
C -0.7795 1.0958 0.2293 -0.127
C -1.3238 -0.3876 0.2120 -0.241
C -2.7573 -0.3740 -0.3028 -0.105
H 2.7472 -0.0188 -1.5410 0.101
H 1.9764 0.1701 -0.0013 0.052
H -0.0110 2.7279 -0.7726 0.116
H -1.4065 1.7491 0.8230 0.106
H -0.6810 -0.9899 -0.4306 0.105
H -1.2939 -0.7943 1.2241 0.092
H -3.3911 0.2513 0.3237 0.073
H -3.1556 -1.3902 -0.2875 0.073
H -2.7944 0.0033 -1.3219 0.080
C 1.3356 -1.5725 1.9837 -0.169
O 1.4033 -0.1962 1.7224 -0.175
H 0.5842 -1.8042 2.7528 0.083
H 2.3159 -1.8914 2.3377 0.083
H 1.0930 -2.1533 1.0866 0.076
H 0.5150 0.2602 1.5300 0.070
```

Computed properties:
E_LUMO = 0.85 eV
Frontier orbital gap = 9.79 eV
SMILES = [H]/N=C(N)/C=C\CC.CO
Energy relative to the best compared isomer or geometry (same formula, charge and spin) = 52.4 kcal/mol
HOMO energy = -8.95 eV


(3)
The following is a DFT calculation (ωB97M-V with the def2-TZVPD basis set) of a cluster of 16 separate species, C23H69Br2N3O17 in total.

XYZ file:
```
114
Properties=species:S:1:pos:R:3:lowdin_charge:R:1
C 6.0687 -0.2775 1.5927 -0.167
C 4.6969 0.3052 1.9246 -0.732
Br 4.3195 -0.3133 3.7600 0.839
C 3.6018 -0.1091 0.9347 -0.578
Br 4.1891 0.6579 -0.7782 0.902
C 2.1460 0.3971 1.2612 -0.404
C 1.4270 0.7373 0.0142 -0.284
N 0.7403 1.0304 -0.8578 0.215
C 2.1365 1.7064 2.0933 -0.130
C 2.7561 2.8282 1.3842 -0.206
N 3.2406 3.7044 0.8261 0.203
C 1.2202 -0.6684 1.9542 -0.117
O 1.8613 -1.9044 2.2497 -0.097
N 1.7664 -2.2097 3.5922 -0.050
O 2.2935 -3.2294 3.8324 0.036
H 6.8025 0.1240 2.2903 0.076
H 6.3741 -0.0270 0.5824 0.043
H 6.0469 -1.3575 1.7436 0.081
H 4.7610 1.3868 2.0073 0.077
H 3.6362 -1.1839 0.7920 0.101
H 1.0905 1.9852 2.2501 0.141
H 2.5936 1.5867 3.0723 0.079
H 0.3878 -0.9080 1.2910 0.101
H 0.7771 -0.2387 2.8533 0.133
C -2.1017 -1.5701 -0.5834 -0.126
O -1.5293 -0.7304 0.4301 -0.163
H -1.6599 -2.5585 -0.4785 0.083
H -3.1812 -1.6450 -0.4693 0.049
H -1.8625 -1.1751 -1.5738 0.083
H -1.9130 0.1448 0.3298 0.075
C -5.4856 -3.9297 -1.2079 -0.130
O -5.0121 -2.5825 -1.2144 -0.143
H -4.6258 -4.5862 -1.3233 0.082
H -5.9846 -4.1658 -0.2635 0.079
H -6.1782 -4.1135 -2.0301 0.052
H -5.7804 -2.0086 -1.1160 0.052
C -8.2883 -3.6504 -4.2109 -0.139
O -7.6563 -4.8465 -3.7591 -0.157
H -8.0743 -2.8722 -3.4820 0.075
H -7.8974 -3.3415 -5.1837 0.079
H -9.3706 -3.7789 -4.2835 0.077
H -7.8476 -5.5373 -4.4000 0.082
C 5.2503 -3.7337 6.2446 -0.143
O 5.4215 -3.0657 4.9997 -0.183
H 6.1730 -3.6030 6.8046 0.060
H 4.4240 -3.3016 6.8164 0.081
H 5.0727 -4.8027 6.1023 0.081
H 4.6140 -3.1809 4.4916 0.010
C -7.8533 0.3683 0.5478 -0.142
O -7.7843 -0.8172 -0.2539 -0.136
H -7.8735 1.2178 -0.1268 0.049
H -8.7631 0.3725 1.1511 0.082
H -6.9796 0.4423 1.2012 0.079
H -7.7757 -1.5701 0.3443 0.070
C 2.9600 -6.9505 2.5571 -0.160
O 3.7737 -5.7851 2.5135 -0.130
H 3.6165 -7.8103 2.4511 0.076
H 2.4286 -7.0289 3.5100 0.075
H 2.2338 -6.9599 1.7397 0.076
H 3.1956 -5.0223 2.6072 0.033
C -9.9330 3.4083 -2.0110 -0.151
O -9.2969 2.2339 -1.4910 -0.139
H -9.7113 4.2327 -1.3434 0.063
H -9.5445 3.6327 -3.0084 0.077
H -11.0140 3.2759 -2.0563 0.075
H -9.5022 1.5068 -2.0860 0.082
C 3.9622 4.8407 -3.0422 -0.154
O 4.3531 3.9575 -1.9936 -0.176
H 4.5933 4.6327 -3.9046 0.075
H 2.9188 4.6727 -3.3250 0.080
H 4.0964 5.8807 -2.7518 0.056
H 3.7959 4.1439 -1.2270 0.008
C -4.6946 -4.9917 -4.9730 -0.154
O -3.4143 -4.8779 -4.3528 -0.126
H -4.6723 -5.8709 -5.6140 0.080
H -5.4805 -5.1034 -4.2270 0.044
H -4.9010 -4.1097 -5.5877 0.080
H -3.4329 -4.0987 -3.7895 0.063
C -6.7853 5.0390 -2.6752 -0.155
O -6.7640 3.8498 -3.4564 -0.127
H -6.7831 5.8878 -3.3543 0.080
H -7.6866 5.0796 -2.0599 0.055
H -5.9052 5.1015 -2.0296 0.078
H -6.7761 3.1023 -2.8510 0.067
C -12.2885 6.5214 -1.9121 -0.150
O -11.8350 5.6234 -0.9031 -0.136
H -11.6330 6.4012 -2.7713 0.077
H -13.3128 6.2918 -2.2159 0.077
H -12.2369 7.5587 -1.5728 0.076
H -12.4099 5.7236 -0.1394 0.077
C 8.7362 -1.9883 6.6690 -0.161
O 8.8283 -1.3537 5.3976 -0.128
H 9.6726 -1.8280 7.1979 0.077
H 7.9180 -1.5608 7.2547 0.077
H 8.5749 -3.0624 6.5433 0.073
H 7.9945 -1.5079 4.9407 0.064
C 12.0142 -2.9708 4.5488 -0.166
O 12.4261 -1.6099 4.5524 -0.127
H 12.8984 -3.5933 4.4350 0.075
H 11.5190 -3.2213 5.4910 0.067
H 11.3339 -3.1636 3.7157 0.077
H 11.6320 -1.0744 4.6507 0.062
C 6.2080 -0.0730 -4.0299 -0.168
O 6.7838 0.6951 -2.9798 -0.159
H 6.5910 -1.0863 -3.9384 0.078
H 5.1176 -0.1004 -3.9506 0.064
H 6.4871 0.3222 -5.0102 0.075
H 6.4490 1.5946 -3.0510 0.062
C 5.2779 8.9841 -3.1273 -0.157
O 5.0433 7.8125 -3.9014 -0.137
H 4.3491 9.5482 -3.1036 0.077
H 5.5633 8.7313 -2.1026 0.077
H 6.0568 9.6072 -3.5743 0.074
H 5.8616 7.3086 -3.9256 0.074
```

Computed properties:
E_LUMO = -0.38 eV
Frontier orbital gap = 9.25 eV
HOMO energy = -9.64 eV


(4)
The following is a DFT calculation (ωB97M-V with the def2-TZVPD basis set) of a structure of composition C39H35ClN2Si2Zn.

XYZ file:
```
80
Properties=species:S:1:pos:R:3:lowdin_charge:R:1
C -3.2231 -1.5904 4.0114 -0.176
C -3.6971 -0.6954 3.0132 -0.203
C -3.3557 -1.2296 1.7340 -0.218
H -4.2270 0.2447 3.1734 0.069
C -2.5905 -2.4189 1.9584 -0.220
C -2.5148 -2.6360 3.3690 -0.202
H -1.9884 -3.4461 3.8606 0.066
H -3.3728 -1.4634 5.0768 0.069
H -3.6100 -0.7960 0.7647 0.056
H -2.1286 -3.0197 1.1636 0.062
Zn -0.0122 -0.4157 1.4490 0.642
Si -0.5242 -0.7638 -1.3611 0.750
C -0.6744 0.6160 -2.6885 -0.287
C 0.1491 0.6257 -3.8341 -0.151
H 0.9156 -0.1481 -3.9463 0.096
C 0.0180 1.6206 -4.8188 -0.090
H 0.7631 1.7095 -5.6231 0.111
C -1.0235 2.5466 -4.7179 -0.095
H -1.1122 3.3635 -5.4354 0.105
C -1.9173 2.4675 -3.6446 -0.086
H -2.7399 3.1933 -3.5711 0.110
C -1.7232 1.5341 -2.6246 -0.109
H -2.4230 1.5368 -1.7880 0.102
C -0.6307 -2.1505 -2.7004 -0.239
C -1.5932 -2.0403 -3.7302 -0.103
H -2.4549 -1.3826 -3.6246 0.108
C -1.3975 -2.6018 -4.9927 -0.079
H -2.0829 -2.3606 -5.8123 0.108
C -0.3046 -3.4562 -5.1836 -0.091
H -0.1047 -3.8600 -6.1708 0.098
C 0.5259 -3.7658 -4.1028 -0.082
H 1.3284 -4.5044 -4.2221 0.104
C 0.3398 -3.1536 -2.8500 -0.082
H 1.0151 -3.4163 -2.0293 0.083
H -1.7120 -0.7256 -0.5089 0.020
Si 2.6817 1.5140 -2.3219 0.879
C 2.3812 -0.1821 -1.5788 -0.286
C 1.2192 -0.5947 -0.7137 -0.465
H 1.1372 0.2949 -0.0448 -0.042
C 1.2726 -1.8957 -0.0135 -0.243
H 0.3531 -2.4355 0.2752 0.087
C 2.4058 -2.6959 -0.1309 -0.088
H 2.3847 -3.7118 0.2651 0.119
C 3.4991 -2.2736 -0.8963 -0.066
H 4.3575 -2.9403 -1.0308 0.110
C 3.5002 -1.0224 -1.5264 -0.111
H 4.4038 -0.6609 -2.0179 0.097
C 1.5267 2.8801 -1.7838 -0.315
C 0.7793 2.8964 -0.5848 -0.109
H 0.9898 2.1830 0.2107 -0.004
C -0.2269 3.8457 -0.3964 -0.087
H -0.8078 3.8196 0.5291 0.091
C -0.4579 4.8524 -1.3231 -0.091
H -1.2188 5.6104 -1.1523 0.105
C 0.3264 4.8835 -2.4681 -0.102
H 0.1370 5.6520 -3.2184 0.106
C 1.3276 3.9449 -2.7014 -0.116
H 1.9333 3.9821 -3.6062 0.097
H 4.0090 1.8626 -2.0859 -0.061
Cl 2.1506 0.8408 1.8759 0.124
C -1.4854 2.9871 3.8883 -0.028
C -0.7277 2.8446 5.0586 -0.032
C 0.0662 1.7168 5.2116 0.009
C 0.0762 0.7578 4.1994 -0.241
N -0.6155 0.9347 3.0399 0.025
C -1.4085 1.9950 2.9020 -0.112
C 0.8149 -0.5065 4.2968 -0.248
C 1.6728 -0.8579 5.3433 0.009
C 2.2411 -2.1337 5.3644 -0.032
C 1.9009 -3.0337 4.3536 -0.033
C 1.0905 -2.6061 3.2943 -0.104
N 0.6220 -1.3587 3.2561 0.017
H -2.1266 3.8377 3.7187 0.105
H -0.7466 3.6018 5.8381 0.114
H 0.6882 1.5328 6.0923 0.114
H -1.9916 2.0412 1.9810 0.117
H 1.8988 -0.1080 6.0963 0.109
H 2.9475 -2.4124 6.1477 0.116
H 2.2701 -4.0528 4.3189 0.107
H 0.8316 -3.2464 2.4450 0.113
```

Computed properties:
E_LUMO (spin up / spin down) = -1.20 / -0.97 eV
Frontier orbital gap (spin up / spin down) = 5.07 / 5.30 eV
Energy relative to the best compared isomer or geometry (same formula, charge and spin) = 56.0 kcal/mol
HOMO energy (spin up / spin down) = -6.27 / -6.27 eV


(5)
The following is a DFT calculation (ωB97M-V with the def2-TZVPD basis set) of the molecule C19H21BrF3N5O.

XYZ file:
```
50
Properties=species:S:1:pos:R:3:lowdin_charge:R:1
C -3.6998 2.6448 3.7596 -0.014
C -2.6334 2.8603 2.9479 -0.188
C -1.4499 1.9570 2.9403 -0.207
N -0.8065 1.6353 1.6220 -0.030
C 0.5180 2.2864 1.1766 -0.142
C 1.7297 1.6681 1.8817 -0.120
C 2.9992 1.7128 1.2851 0.016
C -1.4209 0.6111 0.8678 -0.391
N -2.6480 0.3873 1.0493 0.203
C -3.1260 -0.6283 0.4834 -0.383
C -4.4580 -1.0741 1.0150 -0.002
N -2.4518 -1.5019 -0.2318 0.220
C -1.2911 -1.0498 -0.4869 -0.442
N -0.5835 -1.7454 -1.4119 -0.045
C -1.0987 -3.0231 -2.0919 -0.219
C -1.6292 -2.6611 -3.4464 -0.100
C 0.7769 -1.5585 -1.5022 -0.288
C 1.3450 -0.7912 -2.6043 0.013
C 2.6626 -0.4855 -2.5701 -0.024
C 3.4968 -0.7463 -1.4299 -0.199
O 4.7886 -0.2166 -1.2396 0.059
C 5.2741 0.9502 -1.9152 -0.505
F 5.2905 0.5408 -3.2603 0.105
F 4.3965 1.9673 -1.5860 0.125
F 6.5258 1.2852 -1.5371 0.180
C 2.9824 -1.5852 -0.4426 -0.034
C 1.6334 -2.0313 -0.4695 -0.538
Br 0.9851 -3.3535 0.7730 0.766
N -0.7405 0.0369 -0.0534 0.254
H -3.8045 1.7210 4.3542 0.058
H -4.5917 3.3249 3.8060 0.061
H -2.3844 3.8391 2.4237 0.122
H -1.6093 1.0565 3.5967 0.131
H -0.6640 2.5412 3.4708 0.121
H 0.5019 3.3357 1.3246 0.090
H 0.7016 2.1826 0.0192 0.148
H 1.5587 1.0988 2.8414 0.111
H 3.2538 2.0674 0.3508 0.001
H 3.8839 1.4638 1.8385 0.045
H -4.3019 -1.8940 1.6830 0.071
H -5.1520 -1.4243 0.2987 0.061
H -4.7840 -0.2882 1.7313 0.088
H -1.8617 -3.5364 -1.4579 0.113
H -0.2748 -3.7842 -2.0744 0.114
H -2.4429 -1.9405 -3.2514 0.077
H -0.7495 -2.1764 -4.0430 0.089
H -1.9562 -3.5714 -4.0587 0.094
H 0.6861 -0.4385 -3.4473 0.134
H 3.0548 0.1909 -3.3120 0.104
H 3.5689 -1.8599 0.3832 0.097
```

Computed properties:
E_LUMO = 0.61 eV
Frontier orbital gap = 9.29 eV
SMILES = C=CCN(CC=C)c1nc(C)nc(N(CC)c2ccc(OC(F)(F)F)cc2Br)n1
Energy relative to the best compared isomer or geometry (same formula, charge and spin) = 58.0 kcal/mol
HOMO energy = -8.68 eV


(6)
The following is a DFT calculation (ωB97M-V with the def2-TZVPD basis set) of the molecule C4H9NO2.

XYZ file:
```
16
Properties=species:S:1:pos:R:3:lowdin_charge:R:1
C -2.3717 0.2852 0.7097 -0.097
N -1.1607 -0.2384 0.1011 -0.048
C -0.2403 -0.6748 0.8795 -0.224
O 0.9397 -1.1473 0.5165 -0.021
C 1.4640 -0.8121 -0.7880 -0.143
C 1.7649 0.6780 -0.7654 -0.288
O 0.6346 1.3268 -0.2579 -0.183
H -2.2593 1.3479 0.9692 0.091
H -3.2020 0.1920 0.0053 0.078
H -2.6256 -0.2764 1.6138 0.077
H -0.3633 -0.7456 1.9595 0.157
H 2.3407 -1.4512 -0.9206 0.127
H 0.7178 -1.0432 -1.5549 0.124
H 2.6813 0.8406 -0.1560 0.124
H 2.0126 0.9957 -1.7919 0.113
H -0.3328 0.7228 -0.5198 0.113
```

Computed properties:
E_LUMO = 1.05 eV
Frontier orbital gap = 10.01 eV
SMILES = C/N=C/OCCO
Energy relative to the best compared isomer or geometry (same formula, charge and spin) = 69.4 kcal/mol
HOMO energy = -8.97 eV


Number 1: largest force on an atom 0.3 eV/Å. Number 2: largest force on an atom 2.6 eV/Å. Number 3: largest force on an atom 0.5 eV/Å. Number 4: largest force on an atom 5.1 eV/Å. Number 5: largest force on an atom 5.9 eV/Å. Number 6: largest force on an atom 3.1 eV/Å.